1.
Formula: C7H14I2NO
Source: the Open Molecules 2025 dataset
Level of theory: ωB97M-V/def2-TZVPD

```
25
Properties=species:S:1:pos:R:3:forces:R:3
C -1.5175 0.8443 -2.8966 0.7 0.1 0.1
C -0.5725 -0.3992 -2.3232 -0.2 0.5 0.4
I -1.2171 -2.2335 -3.4199 0.3 1.2 0.0
C -0.8200 -0.6992 -0.7114 -1.5 1.3 -0.3
I -0.1945 -2.7305 -0.2200 0.0 0.9 0.7
C -0.2478 0.4848 0.2801 0.5 1.6 -3.3
C 1.3317 0.8621 0.0733 -0.5 0.2 0.5
O 2.1494 -0.2704 0.5172 -1.4 1.2 0.9
C 1.9771 -0.5947 1.9324 1.1 -0.8 0.7
C 0.4862 -0.4410 2.5536 1.1 -1.5 3.1
N -0.5366 0.2926 1.7443 -1.4 0.5 0.2
H -0.8221 1.5924 -3.4866 -1.5 -1.4 1.3
H -2.3391 0.4679 -3.6411 1.6 0.7 1.7
H -2.0199 1.3889 -1.9879 0.9 -0.9 -1.8
H 0.5643 -0.2530 -2.5557 -2.3 -0.4 0.5
H -2.0071 -0.6716 -0.5770 2.5 -0.3 -0.2
H -0.8529 1.4645 -0.0440 1.2 -2.1 0.7
H 1.5520 1.8602 0.6892 -0.3 -2.1 -1.2
H 1.5584 1.0791 -1.0628 -0.5 -0.6 2.5
H 2.2877 -1.7404 2.0554 -0.8 2.6 -0.5
H 2.7454 0.0108 2.6096 -1.7 -1.0 -1.6
H 0.0479 -1.5047 2.8736 1.0 2.4 -1.1
H 0.5986 0.1497 3.5851 -0.3 -1.2 -2.3
H -1.4699 -0.2073 1.8286 1.3 0.6 -0.1
H -0.6819 1.2482 2.1836 0.2 -1.4 -0.8
```
Positions in Å, forces in eV/Å.

## Properties
- E_LUMO (eV) = -3.61
- max |F| (eV/Å) = 3.71
- HOMO energy (Eh) = -0.42867
- charge = +1
- 2S+1 = 1
- E_tot (eV) = -27214.5707

***

2.
Formula: C7H15NS2
Source: the Open Molecules 2025 dataset
Level of theory: ωB97M-V/def2-TZVPD

```
25
Properties=species:S:1:pos:R:3:forces:R:3
C -2.8343 -1.3690 -0.7060 -1.3 -0.8 -0.6
C -3.5894 0.9013 -0.3673 1.1 0.8 0.5
C -1.7078 0.0096 0.8856 -0.3 0.9 1.3
C -0.6673 0.5502 -0.0511 0.4 0.8 -1.4
C 0.6623 0.9239 0.6100 0.5 0.5 0.8
C 1.7041 1.5980 -0.3173 0.3 0.5 1.0
C 2.3207 0.6475 -1.3188 0.6 -0.7 -0.8
H -2.2276 -1.1469 -1.6215 -0.7 0.1 0.4
H -3.8876 -1.7742 -0.9555 1.8 0.6 0.0
H -2.2910 -2.1473 -0.2072 0.2 -0.8 0.2
H -4.5559 0.5947 -0.8152 0.7 0.4 0.1
H -3.7606 1.6309 0.4782 -0.1 -0.7 -0.9
H -2.8717 1.4957 -1.1225 -1.8 -1.5 1.1
H -1.3417 -0.8983 1.3351 0.2 -0.4 0.5
H -1.8871 0.7820 1.7155 0.1 -1.1 -1.0
H -0.4639 -0.1744 -0.8836 -0.1 0.6 0.7
H -1.1433 1.4637 -0.5284 1.1 -0.8 0.4
H 0.5205 1.5372 1.5349 -0.2 -0.1 -0.8
H 2.5711 1.9731 0.2917 -1.2 0.1 -0.3
H 1.1815 2.3849 -0.8547 0.3 0.5 0.0
H 3.4263 0.8599 -1.4786 -1.5 -0.3 0.1
H 1.7671 0.7711 -2.2911 0.7 -0.8 0.8
N -2.9750 -0.3124 0.2591 -0.5 1.8 -1.1
S 2.1462 -1.1063 -0.6162 0.1 0.9 -0.1
S 1.6324 -0.4396 1.3148 -0.1 -0.7 -0.8
```
Positions in Å, forces in eV/Å.

## Properties
- E_LUMO (eV) = 0.61
- max |F| (eV/Å) = 2.62
- HOMO energy (Eh) = -0.30075
- charge = 0
- 2S+1 = 1
- E_tot (eV) = -30661.9514
- SMILES = CN(C)CC[C@@H]1CCSS1

***

3.
Formula: C16H6AgCl5I
Source: the Open Molecules 2025 dataset
Level of theory: ωB97M-V/def2-TZVPD

```
29
Properties=species:S:1:pos:R:3:forces:R:3
Ag -0.3359 -0.0029 0.2637 -0.4 0.0 0.4
I 2.5407 -0.0062 0.1955 0.1 0.0 0.0
C 2.5531 -0.0012 2.3155 0.0 0.0 -0.2
C 3.7926 -0.0037 2.8848 -0.1 0.0 0.2
C 3.9029 -0.0018 4.2950 0.0 0.0 -0.1
C 2.7772 0.0022 5.0621 0.0 0.0 0.0
C 1.4860 0.0047 4.4726 0.0 0.0 -0.1
C 0.3271 0.0085 5.2840 0.0 0.0 0.0
C -0.9091 0.0117 4.7062 0.0 0.0 -0.1
C -1.0412 0.0113 3.2959 0.0 0.0 0.2
C 0.0374 0.0072 2.4399 0.3 0.0 -0.3
C 1.3302 0.0035 3.0501 0.1 0.0 0.1
H 4.6840 -0.0073 2.2727 0.0 0.0 0.0
H 4.8845 -0.0036 4.7540 0.0 0.0 0.0
H 2.8518 0.0034 6.1453 0.0 0.0 0.0
H 0.4435 0.0089 6.3630 0.0 0.0 0.0
H -1.7988 0.0142 5.3282 0.0 0.0 0.0
H -2.0466 0.0146 2.8822 0.0 0.0 0.0
Cl -2.2347 2.6894 -0.5932 0.0 0.0 0.0
C -3.0962 1.1621 -0.5371 -0.1 0.0 -0.1
C -2.3528 -0.0085 -0.5582 0.2 0.0 0.1
C -3.0988 -1.1769 -0.5160 -0.1 0.0 -0.1
Cl -2.2412 -2.7071 -0.5454 0.0 0.1 0.0
C -4.4911 -1.2060 -0.4507 0.1 -0.1 0.0
Cl -5.3621 -2.7029 -0.3963 0.0 0.0 0.0
C -5.1930 -0.0040 -0.4297 0.0 0.0 0.0
Cl -6.9222 -0.0016 -0.3800 0.0 0.0 0.0
C -4.4883 1.1958 -0.4730 0.1 0.1 0.0
Cl -5.3557 2.6957 -0.4471 0.0 0.0 0.0
```
Positions in Å, forces in eV/Å.

## Properties
- E_LUMO (eV) = 2.49
- max |F| (eV/Å) = 0.53
- HOMO energy (Eh) = -0.15703
- charge = -1
- 2S+1 = 1
- E_tot (eV) = -91402.4719

***

4.
Formula: C37H36BrLaN7S4
Source: the Open Molecules 2025 dataset
Level of theory: ωB97M-V/def2-TZVPD

```
86
Properties=species:S:1:pos:R:3:forces:R:3
La 0.5248 -0.0861 -0.2107 0.4 0.0 -0.2
S 2.7314 0.5249 -1.8910 -0.3 -0.1 0.4
C 1.7139 -0.1053 -3.2058 1.3 -0.8 0.2
C 2.1532 -1.2175 -3.9435 1.1 -0.7 -0.1
C 1.4978 -1.6556 -5.0942 -0.3 0.5 0.3
C 0.3970 -0.9067 -5.5360 0.0 0.4 -0.7
C -0.0134 0.2275 -4.8418 0.0 -1.0 -0.2
C 0.5620 0.5043 -3.6163 -0.9 1.4 -0.3
S -0.2184 1.7610 -2.6087 -0.1 0.2 0.3
C -1.9908 1.1837 -2.8154 1.1 -0.4 -0.6
C -2.4144 1.8835 -0.3571 -1.1 -0.2 -0.7
C -3.9109 2.2802 -0.1896 0.0 0.6 0.5
C -4.6100 1.3107 0.6587 -1.7 0.7 -0.4
C -4.0869 0.2981 1.3083 0.8 -0.5 -0.3
C -2.6703 0.0377 1.1894 0.8 0.9 -0.1
C -2.1059 -1.0779 2.0655 0.3 0.4 -0.3
S -1.2285 -2.3290 1.1225 -0.2 -0.1 -0.3
C -2.4751 -2.6304 -0.1258 0.2 -0.2 -0.1
C -3.7555 -3.0265 0.2336 -1.0 0.4 0.6
C -4.7237 -3.2799 -0.7181 0.8 -0.2 -1.3
C -4.3789 -3.2097 -2.0837 0.8 0.6 1.0
C -3.0877 -2.7790 -2.4529 -0.9 -0.5 0.4
C -2.1151 -2.4949 -1.4694 -0.4 0.1 -0.3
S -0.5437 -1.9259 -2.0084 -0.1 -0.4 0.0
N -1.8916 0.7726 0.4621 0.2 -0.2 0.2
H 3.0983 -1.7282 -3.6081 -1.1 0.6 -0.4
H 1.8520 -2.5238 -5.6581 -0.1 0.4 0.3
H -0.1228 -1.1015 -6.4838 0.4 -0.2 0.4
H -0.7831 0.8684 -5.2503 -0.1 -0.1 0.1
H -1.7893 0.1349 -3.0355 -0.4 -0.2 0.2
H -2.3537 1.6288 -3.7341 -0.4 0.4 0.1
H -4.1671 3.2652 0.2096 0.4 0.1 0.0
H -5.6473 1.5454 0.8462 -0.3 -0.1 -0.1
H -4.6779 -0.3658 1.8861 -0.5 -0.3 0.6
H -2.9191 -1.5250 2.5965 -0.5 -0.3 0.4
H -1.3797 -0.7515 2.8216 -0.2 0.4 -0.2
H -4.1392 -3.0168 1.2596 0.7 -0.2 -0.1
H -5.7172 -3.5955 -0.4526 -0.2 0.1 0.2
H -5.1691 -3.4355 -2.7752 0.1 0.0 -0.6
H -2.8106 -2.6739 -3.5014 -0.1 0.0 0.3
Br 5.0523 3.4027 4.6012 -0.6 0.1 -0.3
C 3.4828 3.2654 3.4858 1.0 0.1 0.7
C 2.4158 2.5190 3.9582 -0.7 -0.3 -0.4
C 1.3465 2.2224 3.0832 1.3 0.1 0.1
C 1.4329 2.7264 1.7829 -0.3 0.1 0.3
C 2.4892 3.5681 1.3809 -0.9 -0.7 -0.1
C 3.5417 3.8372 2.2172 -0.6 -0.8 0.7
N 0.3507 2.3745 0.9085 0.4 0.1 0.2
C -0.3563 3.3308 0.4622 -0.2 1.1 -0.2
C -1.5707 3.1792 -0.3489 -0.2 0.0 -0.5
C -1.9313 4.2778 -1.0805 0.3 -0.7 0.4
C -2.9616 4.4502 -2.0968 -0.2 -0.4 0.0
C -3.9001 3.5500 -2.4316 0.8 -0.1 0.3
C -4.0623 2.2333 -1.7367 -0.5 -1.2 0.2
N -2.8653 1.3724 -1.6957 1.4 0.3 0.4
H 2.4029 2.1291 4.9774 0.2 0.2 -0.3
H 0.5498 1.5386 3.4003 0.2 0.5 -0.2
H 2.4967 3.9317 0.3750 0.0 0.2 -0.5
H 4.3852 4.3989 1.8792 0.3 0.3 0.0
H -0.0648 4.3988 0.6825 -0.3 -1.0 -0.1
H -1.2753 5.1316 -0.9908 0.1 0.1 0.2
H -2.8960 5.3667 -2.6688 0.0 0.0 0.0
H -4.4581 3.6977 -3.3357 -0.5 0.3 -0.1
H -4.9269 1.6620 -2.1422 0.4 0.5 0.3
C 2.3936 -2.8241 0.8059 -0.1 -0.4 -0.6
N 2.2938 -1.4633 1.3517 1.0 1.0 0.7
C 2.0720 -1.5130 2.8292 -0.4 0.3 0.0
N 3.0223 -2.3375 3.5199 1.6 0.7 0.0
C 3.0846 -3.6429 2.8843 1.5 -1.0 0.6
N 3.4455 -3.6109 1.4354 -0.4 0.4 0.9
C 4.7676 -2.9660 1.3948 -1.2 1.4 -0.1
N 4.7338 -1.5843 1.9784 -0.7 -0.4 -0.6
C 3.6795 -0.8360 1.2501 0.8 -0.8 -0.5
C 4.3826 -1.6811 3.3732 -1.2 -0.4 0.4
H 2.5811 -2.6979 -0.2846 -0.2 -0.4 0.5
H 1.4293 -3.3376 1.0162 0.6 0.2 -0.5
H 1.0701 -1.8763 3.0407 -0.3 -0.2 -0.1
H 2.1429 -0.4801 3.2137 0.0 -0.3 -0.1
H 2.1286 -4.0859 3.0540 -0.8 -0.6 -0.3
H 3.8476 -4.2823 3.4330 -0.8 0.8 -0.7
H 5.2051 -2.8976 0.4145 -0.2 -0.1 -0.6
H 5.3739 -3.5757 1.9937 1.2 -0.7 0.8
H 4.0196 -0.8620 0.1887 -0.6 0.5 0.7
H 3.5893 0.1606 1.6895 0.2 0.1 -0.3
H 4.3168 -0.6866 3.8162 0.0 0.1 0.0
H 5.1090 -2.2689 3.9424 -0.1 0.0 -0.2
```
Positions in Å, forces in eV/Å.

## Properties
- E_LUMO (eV) = -3.73
- max |F| (eV/Å) = 1.87
- HOMO energy (Eh) = -0.36461
- charge = +1
- 2S+1 = 1
- E_tot (eV) = -163622.1191

***

Looking at orbital gap for the records above, in order, we have 8.06 8.79 6.76 6.19 eV.